Density functional theory data (the ωB97M-V functional and the def2-TZVPD basis) for a molecular structure, C35H36BrFeNOP.

```
! RIJCOSX wB97M-V def2-TZVPD def2/J DEFGRID3
* xyz 1 5
Fe -0.155 -0.058 -0.141
C 2.811 0.114 -2.104
C 1.629 -0.775 -1.821
C 1.645 -1.629 -0.700
C 2.910 -1.707 0.121
C 0.507 -2.419 -0.414
C 0.506 -3.393 0.737
C -0.613 -2.364 -1.274
C -1.824 -3.213 -0.984
C -0.573 -1.597 -2.453
C -1.751 -1.680 -3.388
C 0.543 -0.787 -2.718
C 0.627 0.117 -3.918
H 3.486 -0.360 -2.823
H 3.379 0.337 -1.206
H 2.496 1.063 -2.530
H 2.924 -2.567 0.781
H 3.054 -0.809 0.726
H 3.771 -1.791 -0.541
H 1.249 -3.154 1.488
H 0.710 -4.402 0.367
H -0.456 -3.428 1.242
H -1.701 -4.216 -1.403
H -2.727 -2.791 -1.418
H -1.997 -3.333 0.082
H -1.999 -2.721 -3.596
H -1.572 -1.195 -4.340
H -2.640 -1.221 -2.949
H 0.587 1.162 -3.601
H -0.175 -0.033 -4.630
H 1.571 -0.030 -4.443
O -3.964 -0.934 4.751
C -3.134 -0.830 3.708
C -3.565 -0.679 2.389
C -2.612 -0.582 1.403
N -1.289 -0.619 1.635
C -0.903 -0.761 2.903
Br 0.946 -0.803 3.260
C -1.768 -0.875 3.969
H -4.887 -0.895 4.472
H -4.616 -0.634 2.137
H -2.903 -0.448 0.368
H -1.406 -0.988 4.979
C -0.142 4.160 4.889
C 1.067 4.408 4.259
C 1.360 3.804 3.043
C 0.441 2.942 2.451
C -0.776 2.699 3.092
C -1.067 3.307 4.302
P 0.737 2.092 0.873
C 2.374 2.643 0.320
C 2.562 3.455 -0.794
C 3.848 3.766 -1.220
C 4.949 3.278 -0.534
C 4.768 2.476 0.587
C 3.487 2.154 1.006
C -0.492 2.690 -0.311
C -0.916 4.000 -0.529
C -1.847 4.239 -1.524
C -2.335 3.181 -2.288
C -1.913 1.881 -2.051
C -0.991 1.592 -1.039
H -0.367 4.634 5.835
H 1.785 5.080 4.710
H 2.305 4.007 2.556
H -1.510 2.047 2.628
H -2.016 3.119 4.787
H 1.708 3.833 -1.340
H 3.987 4.395 -2.090
H 5.949 3.523 -0.867
H 5.625 2.098 1.129
H 3.349 1.524 1.879
H -0.528 4.815 0.072
H -2.197 5.246 -1.712
H -3.057 3.381 -3.070
H -2.319 1.085 -2.668
*
```

Molecular weight   653.40 g mol⁻¹
Orbital gap (spin up / spin down)   8.13 / 8.46 eV
Strongest force on any atom   0.1 eV Å⁻¹
E   -5664.217311 Eh

Density functional theory data (the ωB97M-V functional and the def2-TZVPD basis) for a molecular structure, C35H36F4N5O3Sc at a distorted geometry.

```
! RIJCOSX wB97M-V def2-TZVPD def2/J DEFGRID3
* xyz 0 1
Sc 3.221 -8.375 18.810
C 6.692 -10.228 20.180
C 6.317 -9.047 21.076
N 5.513 -7.993 20.460
C 6.529 -6.919 19.992
C 7.603 -7.436 19.063
C 4.558 -7.380 21.340
C 3.525 -8.457 21.853
N 3.083 -9.219 20.683
C 2.346 -10.347 20.856
C 2.120 -11.138 19.744
F 2.658 -10.721 18.517
C 1.250 -12.241 19.677
F 1.128 -12.890 18.485
C 0.675 -12.641 20.861
C 0.985 -11.947 22.017
F 0.471 -12.254 23.211
C 1.821 -10.873 22.034
F 2.159 -10.280 23.191
H 7.322 -10.885 20.760
H 5.854 -10.714 19.722
H 7.345 -9.921 19.345
H 5.846 -9.413 21.981
H 7.264 -8.583 21.408
H 5.937 -6.105 19.479
H 6.953 -6.388 20.861
H 7.080 -8.046 18.313
H 8.019 -6.611 18.491
H 8.364 -8.022 19.588
H 4.881 -6.928 22.257
H 4.022 -6.565 20.795
H 3.973 -9.131 22.561
H 2.691 -7.962 22.291
H -0.100 -13.434 20.911
C 6.559 -9.809 15.861
C 6.901 -8.563 15.320
C 6.204 -7.426 15.620
C 5.115 -7.532 16.570
C 4.787 -8.774 17.233
C 5.532 -9.875 16.809
C 4.388 -6.347 16.932
C 4.492 -5.183 16.089
C 3.836 -4.030 16.455
C 3.069 -3.985 17.655
C 2.252 -2.882 17.961
C 1.408 -2.976 19.025
C 1.342 -4.123 19.785
C 2.199 -5.203 19.543
C 3.027 -5.164 18.416
N 3.758 -6.290 18.085
H 7.005 -10.767 15.551
H 7.661 -8.469 14.592
H 6.472 -6.457 15.224
H 5.322 -10.894 17.197
H 5.026 -5.238 15.167
H 3.821 -3.114 15.900
H 2.324 -1.956 17.375
H 0.712 -2.148 19.223
H 0.617 -4.176 20.578
H 2.145 -6.037 20.214
C -0.589 -9.921 15.304
C -0.693 -8.636 14.556
C -0.281 -7.341 15.353
C -0.469 -6.172 14.348
C -0.130 -4.788 15.003
C -1.219 -7.179 16.516
O -2.376 -6.811 16.390
N -0.712 -7.542 17.725
C 0.601 -7.870 17.940
O 0.938 -8.229 19.109
N 1.570 -7.791 17.054
C 1.212 -7.471 15.712
O 2.053 -7.231 14.908
H -0.624 -10.742 14.617
H -1.423 -10.055 15.944
H 0.276 -9.940 15.893
H -1.708 -8.488 14.158
H 0.023 -8.728 13.721
H -1.595 -6.119 14.004
H 0.147 -6.286 13.446
H -0.934 -4.383 15.633
H -0.035 -4.040 14.212
H 0.825 -4.834 15.517
H -1.287 -7.427 18.576
*
```

Molecular weight   695.65 g mol⁻¹
Orbital gap   7.18 eV
Strongest force on any atom   2.8 eV Å⁻¹
E   -3015.128882 Eh

Density functional theory data (the ωB97M-V functional and the def2-TZVPD basis) for a molecular structure, C35H36MnN8O3Si.

```
! RIJCOSX wB97M-V def2-TZVPD def2/J DEFGRID3
* xyz 0 6
Mn -0.382 -0.360 -0.078
C 2.672 0.177 1.093
N 2.098 -0.296 -0.147
C 2.609 0.234 -1.390
C 1.522 0.198 -2.428
N 0.263 -0.001 -2.157
C -0.408 0.059 -3.368
C -1.767 -0.068 -3.637
C -2.158 0.046 -4.956
C -1.228 0.278 -5.981
C 0.123 0.410 -5.723
C 0.510 0.299 -4.393
N 1.743 0.375 -3.760
C 1.647 0.077 2.187
N 0.368 -0.070 1.979
C -0.226 -0.110 3.230
C -1.567 -0.251 3.571
C -1.874 -0.259 4.917
C -0.879 -0.133 5.898
C 0.456 0.008 5.569
C 0.759 0.019 4.213
N 1.951 0.131 3.513
H 2.956 1.228 0.976
H 3.579 -0.364 1.400
H 1.976 -1.307 -0.167
H 3.490 -0.300 -1.775
H 2.915 1.274 -1.239
H -2.471 -0.238 -2.833
H -3.206 -0.043 -5.211
H -1.580 0.358 -7.001
H 0.835 0.592 -6.517
H 2.632 0.548 -4.193
H -2.322 -0.343 2.800
H -2.905 -0.364 5.227
H -1.166 -0.148 6.941
H 1.218 0.103 6.331
H 2.871 0.233 3.904
C -5.594 12.120 1.917
O -6.544 11.089 1.739
C -6.074 9.833 1.497
C -4.723 9.501 1.451
C -4.343 8.191 1.201
C -5.302 7.207 0.996
C -6.653 7.549 1.046
C -7.040 8.850 1.291
N -5.016 5.846 0.731
N -3.807 5.574 0.629
C -3.489 4.221 0.474
C -4.416 3.193 0.462
C -4.037 1.868 0.302
C -2.697 1.495 0.146
O -2.334 0.269 -0.002
C -1.718 2.558 0.157
N -0.418 2.193 -0.003
C 0.499 3.125 -0.007
C 0.215 4.493 0.150
C -1.086 4.880 0.314
C -2.110 3.906 0.320
H -6.163 13.033 2.066
H -4.957 12.231 1.035
H -4.968 11.937 2.794
H -3.961 10.250 1.609
H -3.296 7.927 1.164
H -7.388 6.772 0.883
H -8.084 9.130 1.330
H -5.462 3.444 0.583
H -4.780 1.080 0.297
H 1.528 2.802 -0.142
H 1.021 5.214 0.138
H -1.356 5.919 0.437
C -0.007 -5.174 -0.577
Si 0.589 -3.733 0.474
C 0.073 -4.044 2.261
C 2.491 -3.776 0.456
O 0.070 -2.322 -0.057
H 0.401 -6.127 -0.232
H 0.285 -5.038 -1.620
H -1.096 -5.242 -0.547
H 0.463 -4.988 2.649
H -1.016 -4.070 2.347
H 0.430 -3.240 2.911
H 2.869 -4.779 0.669
H 2.919 -3.108 1.212
H 2.889 -3.483 -0.522
*
```

Molecular weight   699.75 g mol⁻¹
Orbital gap (spin up / spin down)   6.80 / 6.87 eV
Strongest force on any atom   0.4 eV Å⁻¹
E   -3459.798587 Eh

Density functional theory data (the ωB97M-V functional and the def2-TZVPD basis) for a molecular structure, C35H36NbO13 at a distorted geometry.

```
! RIJCOSX wB97M-V def2-TZVPD def2/J DEFGRID3
* xyz -1 1
C -1.591 3.488 -3.231
C -1.071 2.149 -2.569
Nb -0.461 2.650 -0.414
C 0.235 3.178 1.705
O 0.179 4.583 2.090
C 0.713 5.445 1.105
C -2.206 1.398 0.393
O -3.336 1.645 -0.484
O -4.236 2.473 0.226
H -0.793 4.246 -3.117
H -2.433 3.840 -2.612
H -1.887 3.343 -4.286
H -1.822 1.341 -2.621
H -0.154 1.845 -3.118
H -1.485 4.185 -0.540
H 1.048 3.460 -1.075
H 0.548 1.105 -0.277
H -0.449 2.638 2.394
H 1.242 2.729 1.864
H 1.074 6.351 1.645
H 1.584 5.036 0.570
H -0.082 5.810 0.424
H -1.977 0.312 0.374
H -2.448 1.757 1.408
H -3.890 3.372 0.067
C 5.385 1.145 0.058
C 6.256 0.139 0.028
C 5.818 -1.251 -0.253
O 6.617 -2.168 -0.278
C 4.377 -1.476 -0.500
C 3.502 -0.471 -0.471
C 3.937 0.920 -0.190
O 3.144 1.829 -0.167
H 5.685 2.166 0.262
H 7.315 0.283 0.206
H 4.078 -2.496 -0.705
H 2.444 -0.616 -0.650
C 0.358 4.124 5.388
C 0.340 5.053 6.343
C 0.765 4.745 7.727
O 0.748 5.591 8.600
C 1.214 3.360 8.012
C 1.232 2.430 7.061
C 0.805 2.740 5.672
O 0.824 1.894 4.807
H 0.050 4.333 4.367
H 0.017 6.069 6.154
H 1.522 3.154 9.030
H 1.556 1.414 7.251
C -5.698 -2.828 0.350
C -4.974 -1.717 0.222
C -4.577 -1.206 -1.113
O -3.919 -0.197 -1.223
C -5.022 -1.983 -2.298
C -5.744 -3.094 -2.167
C -6.138 -3.599 -0.834
O -6.801 -4.616 -0.713
H -5.996 -3.216 1.316
H -4.644 -1.138 1.076
H -4.724 -1.596 -3.264
H -6.075 -3.674 -3.019
C 3.749 -0.835 -5.781
C 4.729 -0.873 -6.681
C 6.085 -0.363 -6.365
O 6.978 -0.396 -7.187
C 6.309 0.188 -5.007
C 5.330 0.227 -4.106
C 3.972 -0.283 -4.422
O 3.083 -0.251 -3.602
H 2.753 -1.201 -5.994
H 4.585 -1.272 -7.677
H 7.305 0.555 -4.794
H 5.475 0.627 -3.109
C -2.070 -7.215 0.130
C -2.161 -7.999 1.201
C -3.459 -8.225 1.882
O -3.540 -8.939 2.860
C -4.651 -7.544 1.324
C -4.562 -6.759 0.252
C -3.264 -6.534 -0.429
O -3.181 -5.820 -1.407
H -1.132 -7.037 -0.381
H -1.301 -8.505 1.622
H -5.589 -7.720 1.834
H -5.421 -6.253 -0.169
*
```

Molecular weight   757.57 g mol⁻¹
Orbital gap   4.04 eV
Strongest force on any atom   3.0 eV Å⁻¹
E   -2389.806995 Eh